# 1
Entry from the OMol25 dataset: a 11-piece molecular cluster, H22O11 overall in a non-equilibrium geometry (the ωB97M-V functional and the def2-TZVPD basis).

Positions of all 33 atoms, in Å:
O -0.3666 -1.8974 2.7077
H -0.1147 -1.1294 2.1949
H -0.9041 -1.5463 3.4176
O 1.9084 2.1766 0.0651
H 2.1752 1.2574 0.0695
H 2.2545 2.5231 -0.7573
O 1.4438 0.5330 -2.5141
H 1.8117 0.1319 -3.3015
H 1.8358 1.4058 -2.4838
O -2.9822 2.1079 -0.0836
H -2.8939 1.2294 0.2859
H -2.7644 2.0017 -1.0097
O 0.2279 -0.2513 0.3646
H 1.0175 -0.1565 -0.1681
H -0.4506 0.2110 -0.1275
O -0.0690 0.9775 2.6617
H 0.2079 0.5691 1.8414
H -0.1713 1.9044 2.4458
O -1.2607 0.4780 -1.8708
H -1.6772 -0.1833 -2.4234
H -0.3597 0.5252 -2.1906
O -0.2928 3.1800 0.9514
H 0.4841 2.9148 0.4593
H -1.0288 2.8920 0.4115
O 2.9036 -0.9833 -0.0157
H 2.7589 -1.7143 -0.6165
H 2.9032 -1.3836 0.8538
O -0.3177 -3.1654 -1.7405
H 0.1076 -3.5215 -2.5206
H 0.3962 -2.7796 -1.2329
O -2.4791 -2.7455 1.1190
H -1.6822 -2.2566 1.3245
H -2.6212 -3.3047 1.8827

Properties
- HOMO level (eV) = -10.2
- max |F| (eV/Å) = 1.312
- molar mass (g/mol) = 198.17
- LUMO energy (Eh) = -0.0278
- spin multiplicity = 1
- total energy (eV) = -22879.965
- ΔE to the lowest compared entry with this formula, charge and spin (eV) = 1.5487
- structure (SMILES) = O.O.O.O.O.O.O.O.O.O.O

Here are the natural (NBO) charges for atoms 1 to 8, given in e: atom 1 (O): -0.96, atom 2 (H): 0.49, atom 3 (H): 0.48, atom 4 (O): -0.93, atom 5 (H): 0.49, atom 6 (H): 0.46, atom 7 (O): -0.95, atom 8 (H): 0.49

# 2
Entry from the OMol25 dataset: C41H36ClN2O3P2Ru as an isolated structure in a non-equilibrium geometry (the ωB97M-V functional and the def2-TZVPD basis).

Positions of all 86 atoms, in Å:
Ru -0.2707 0.7149 -0.4090
C -2.8098 -1.6740 -0.6342
C -2.7594 -1.1529 -2.0739
P -1.3995 0.1441 -2.1844
C -0.3984 -0.8350 -3.3777
C 0.7129 -1.5566 -2.9352
C 1.2815 -2.4501 -3.8450
C 0.8119 -2.5924 -5.1444
C -0.4152 -2.0238 -5.4973
C -0.9740 -1.0694 -4.5975
C -2.1412 1.4316 -3.1506
C -1.4015 2.0232 -4.1971
C -2.0712 2.8754 -5.0442
C -3.4067 3.2145 -4.8261
C -4.0979 2.6433 -3.7606
C -3.4428 1.7794 -2.9320
P -1.5000 -0.9095 0.4327
C -2.6274 -0.4375 1.8013
C -3.0493 -1.2460 2.8599
C -4.1661 -0.9117 3.6359
C -4.8591 0.3255 3.4071
C -4.4419 1.1912 2.4241
C -3.3742 0.7388 1.5940
C -0.7453 -2.3163 1.2514
C -0.7204 -3.6163 0.8138
C -0.1611 -4.5698 1.7260
C 0.6573 -4.1643 2.7631
C 0.6865 -2.8183 3.0954
C 0.0386 -1.9102 2.3411
H -2.7487 -2.7777 -0.5211
H -3.7586 -1.3625 -0.1793
H -3.7656 -0.8154 -2.3026
H -2.5302 -2.0527 -2.6797
H 1.1693 -1.2643 -1.9502
H 2.1671 -2.9624 -3.4704
H 1.4400 -3.0913 -5.9477
H -0.8536 -2.4944 -6.3901
H -1.9100 -0.5389 -4.8805
H -0.2962 1.8990 -4.2617
H -1.6887 3.2311 -6.0387
H -3.9043 3.7710 -5.6181
H -5.1638 2.8170 -3.6435
H -3.9834 1.4294 -2.0705
H -2.4811 -2.1301 3.1853
H -4.4479 -1.5245 4.4644
H -5.7041 0.6268 4.0488
H -4.9495 2.1215 2.0935
H -3.0358 1.4201 0.7690
H -1.1380 -3.9543 -0.1489
H -0.2592 -5.6725 1.5362
H 1.3017 -4.9260 3.2999
H 1.3119 -2.5236 3.9219
H 0.0502 -0.8573 2.6270
C 6.3252 -2.2174 1.6354
C 5.6512 -1.5998 2.8245
C 5.8792 -2.1944 4.0264
C 5.2134 -1.6866 5.1818
Cl 5.6474 -2.2336 6.7180
C 4.4106 -0.5782 5.1269
C 4.1115 0.0368 3.9115
C 4.6052 -0.6129 2.7622
O 4.1365 -0.4021 1.4804
C 3.7090 0.9110 1.1638
C 2.1297 0.9876 0.9736
O 1.4390 1.2978 1.9586
O 1.7291 0.5034 -0.1914
H 7.2563 -1.6476 1.3920
H 5.6979 -2.2629 0.7586
H 6.5852 -3.1798 1.9556
H 6.6289 -3.0301 4.1283
H 4.2543 -0.1397 6.1018
H 3.4812 0.9316 3.8637
H 4.1477 1.2336 0.1927
H 3.9751 1.6438 1.9613
N -2.2304 6.3358 1.7858
C -1.5665 5.7365 1.0752
C -0.7325 4.9629 0.2036
C -0.3789 5.5553 -1.0759
C 0.2670 4.7912 -2.0197
C 0.4850 3.4157 -1.7298
N 0.0654 2.8759 -0.5551
C -0.6059 3.6185 0.3329
H -0.6413 6.6418 -1.2293
H 0.3503 5.2225 -3.0308
H 1.1592 2.7657 -2.3207
H -0.9620 3.1221 1.2586

Properties
- HOMO level (spin up / spin down) (eV) = -16.3 / -16.3
- total charge = +3
- max |F| (eV/Å) = 5.183
- molar mass (g/mol) = 803.22
- LUMO energy (spin up / spin down) (Eh) = -0.3354 / -0.4009
- spin multiplicity = 5
- total energy (eV) = -85875.786
- ΔE to the lowest compared entry with this formula, charge and spin (eV) = 1.1696
- <S²> = 6.0337

Here are the Löwdin charges for atoms 1 to 8, given in e: atom 1 (Ru): 1.09, atom 2 (C): -0.31, atom 3 (C): -0.28, atom 4 (P): 0.90, atom 5 (C): -0.38, atom 6 (C): -0.09, atom 7 (C): -0.06, atom 8 (C): -0.05

# 3
Entry from the OMol25 dataset: C10H14Cl3Ge2O5ScSe as an isolated structure in a non-equilibrium geometry (the ωB97M-V functional and the def2-TZVPD basis).

Positions of all 36 atoms, in Å:
Sc 1.0577 0.4392 -2.1269
O -3.9076 1.2450 -5.3454
C -3.0092 1.0538 -4.5971
C -2.2804 2.1266 -3.7372
O -2.5742 3.2786 -3.6321
C -1.1622 1.3954 -3.0749
C -1.1872 0.0033 -3.3906
O -0.3094 -0.7698 -2.8899
C -2.3403 -0.3196 -4.2889
O -2.7019 -1.3871 -4.6768
O -0.2603 1.8440 -2.2849
C 1.2415 -0.2116 4.8303
Ge 0.8468 -1.0750 3.1213
C -0.7854 -2.1509 3.2263
C 2.3492 -2.0256 2.2911
C 0.5394 0.4009 1.7627
Se -0.1241 -0.3954 0.1118
C -1.9317 0.3213 0.1403
H 1.4430 -0.9698 5.5866
H 0.3793 0.3721 5.1504
H 2.1092 0.4414 4.7525
H -0.6153 -3.0193 3.8623
H -1.0888 -2.5045 2.2417
H -1.5946 -1.5681 3.6672
H 2.5026 -3.0133 2.7223
H 3.2680 -1.4512 2.4084
H 2.1433 -2.1485 1.2260
H 1.4943 0.8760 1.5503
H -0.1738 1.1613 2.0740
H -2.3769 0.0292 1.0870
H -2.4953 -0.1283 -0.6744
H -1.8959 1.4030 0.0442
Cl 5.2320 1.9349 -3.2006
Ge 3.2446 2.6686 -2.9382
Cl 2.7897 1.3355 -0.8211
Cl 2.1737 0.8080 -4.1780

Properties
- HOMO level (spin up / spin down) (eV) = -12.7 / -12.7
- total charge = +1
- max |F| (eV/Å) = 2.196
- molar mass (g/mol) = 589.71
- LUMO energy (spin up / spin down) (Eh) = -0.1830 / -0.2672
- spin multiplicity = 2
- total energy (eV) = -257477.722
- ΔE to the lowest compared entry with this formula, charge and spin (eV) = 1.0797
- <S²> = 0.7620

Here are the natural (NBO) charges for atoms 1 to 8, given in e: atom 1 (Sc): 1.36, atom 2 (O): -0.35, atom 3 (C): 0.38, atom 4 (C): 0.37, atom 5 (O): -0.36, atom 6 (C): 0.30, atom 7 (C): 0.31, atom 8 (O): -0.60

# 4
Entry from the OMol25 dataset: C19H19N2O5V as an isolated structure (the ωB97M-V functional and the def2-TZVPD basis).

Positions of all 46 atoms, in Å:
V 0.1409 0.2035 0.3260
O -0.0315 1.7602 -1.1319
C -0.6758 1.1656 -2.2938
C -0.0747 -0.2084 -2.5260
N -0.1193 -1.1066 -1.3076
C 1.0402 -2.0205 -1.3445
C 2.2431 -1.2426 -0.8298
O 3.3756 -1.5572 -0.8443
O 1.7973 -0.0617 -0.2366
C -1.4197 -1.7888 -1.1638
C -2.3755 -0.8276 -0.4796
O -3.5487 -0.8448 -0.4373
O -1.6132 0.1374 0.1790
H 0.6898 2.3480 -1.3991
H -1.7421 1.1603 -2.0830
H -0.5057 1.7966 -3.1644
H -0.5750 -0.7192 -3.3514
H 0.9750 -0.0914 -2.7935
H 0.8699 -2.8638 -0.6725
H 1.2311 -2.4027 -2.3485
H -1.8228 -2.1214 -2.1210
H -1.3002 -2.6583 -0.5143
N 0.2354 -0.7911 1.7048
C 0.2701 -1.5304 2.7762
C 0.0811 -1.0056 4.0890
C -0.4475 0.2860 4.2931
C -0.6069 0.7646 5.5706
C -0.2361 -0.0309 6.6579
C 0.2909 -1.3051 6.4734
C 0.4483 -1.7988 5.1955
C 0.5146 -2.9571 2.4690
C 1.6687 -3.3121 1.7666
C 1.9043 -4.6470 1.4833
C 0.9757 -5.6106 1.8631
C -0.1779 -5.2495 2.5501
C -0.4102 -3.9220 2.8702
H -0.7700 0.8886 3.4516
H -1.0267 1.7463 5.7379
H -0.3641 0.3524 7.6618
H 0.5806 -1.9024 7.3261
H 0.8791 -2.7784 5.0390
H 2.4037 -2.5602 1.5028
H 2.8160 -4.9376 0.9792
H 1.1595 -6.6517 1.6344
H -0.8894 -6.0068 2.8493
H -1.2977 -3.6360 3.4208

Properties
- HOMO level (spin up / spin down) (eV) = -15.7 / -15.7
- total charge = +2
- max |F| (eV/Å) = 0.667
- molar mass (g/mol) = 406.31
- LUMO energy (spin up / spin down) (Eh) = -0.3366 / -0.3354
- spin multiplicity = 1
- total energy (eV) = -58900.887
- ΔE to the lowest compared entry with this formula, charge and spin (eV) = 0.0841

Here are the natural (NBO) charges for atoms 1 to 8, given in e: atom 1 (V): 1.33, atom 2 (O): -0.72, atom 3 (C): -0.09, atom 4 (C): -0.27, atom 5 (N): -0.32, atom 6 (C): -0.36, atom 7 (C): 0.77, atom 8 (O): -0.44

# 5
Entry from the OMol25 dataset: an isolated ion of composition C14H31N4O6P2S and charge +1 in a non-equilibrium geometry (the ωB97M-V functional and the def2-TZVPD basis).

Positions of all 58 atoms, in Å:
C 3.8867 -4.2348 0.1056
O 4.7886 -3.1350 -0.0094
C 4.6423 -2.2139 1.0745
C 4.1376 -0.7866 0.5889
C 4.5719 -0.4685 -0.8885
C 4.5132 1.0913 -1.1849
C 3.0258 1.6316 -0.9151
C 2.9881 2.3915 0.4719
C 1.5010 2.8945 0.6972
C 0.5523 1.6208 0.9259
C -0.7319 2.1371 1.6905
C -1.4748 0.8820 2.3012
C -2.4012 0.1157 1.2871
N -3.6859 0.8549 0.9751
C -4.4185 -0.0952 0.1703
N -5.4986 -0.7242 0.5777
P -6.4214 -1.9421 -0.3393
S -5.3611 -3.2904 -1.2259
N -3.8660 -0.3767 -1.1096
P -4.8102 0.4058 -2.4140
O -5.2826 1.9786 -1.9730
O -3.9759 0.3722 -3.8771
C -2.4318 0.0348 -1.0614
O -1.7698 -0.6612 -2.1299
N -1.7067 -2.0256 -1.8086
O -0.6316 -2.4231 -2.0155
O -1.7472 -0.3368 0.1104
H 2.8607 -3.8774 0.4162
H 4.2178 -4.9980 0.8596
H 3.7640 -4.7473 -0.8828
H 3.9000 -2.6086 1.8191
H 5.6377 -2.0792 1.5721
H 3.0221 -0.7222 0.7335
H 4.6241 -0.0276 1.2623
H 5.6470 -0.7941 -0.9842
H 4.0118 -1.0588 -1.6585
H 4.7149 1.3041 -2.2672
H 5.1942 1.6447 -0.4947
H 2.3354 0.7508 -0.9502
H 2.7066 2.3597 -1.7056
H 3.2891 1.7237 1.3250
H 3.6603 3.2893 0.4785
H 1.0996 3.4848 -0.1650
H 1.4110 3.4946 1.6481
H 0.3337 1.2105 -0.0894
H 1.1337 0.8527 1.5026
H -0.3643 2.7364 2.5687
H -1.4277 2.7083 1.0304
H -0.7594 0.1133 2.7022
H -2.1305 1.1915 3.1628
H -2.7394 -0.8185 1.8313
H -4.1953 1.0601 1.8367
H -5.8259 -0.4922 1.5226
H -7.3259 -1.2265 -1.1715
H -7.2158 -2.6059 0.6602
H -4.5342 2.4151 -1.5201
H -3.1556 0.8944 -3.7668
H -2.2819 1.1256 -1.3001

Properties
- HOMO level (eV) = -11.2
- total charge = +1
- max |F| (eV/Å) = 5.579
- molar mass (g/mol) = 445.44
- LUMO energy (Eh) = -0.1711
- spin multiplicity = 1
- total energy (eV) = -62667.536
- structure (SMILES) = COCCCCCCCCCC[C@H]1NC(N[PH2]=S)=[N+](P(O)O)[C@H](ON=O)O1

Here are the natural (NBO) charges for atoms 1 to 8, given in e: atom 1 (C): -0.25, atom 2 (O): -0.55, atom 3 (C): -0.06, atom 4 (C): -0.43, atom 5 (C): -0.40, atom 6 (C): -0.40, atom 7 (C): -0.41, atom 8 (C): -0.40

# 6
Entry from the OMol25 dataset: C7H16NO7Rb as an isolated structure in a non-equilibrium geometry (the ωB97M-V functional and the def2-TZVPD basis).

Positions of all 32 atoms, in Å:
Rb 1.5386 0.8826 -1.2231
C -0.9368 -2.0388 -0.4508
N -0.6643 -1.0784 0.7564
C 0.3563 -1.7129 1.7732
C 0.0311 0.2570 0.2007
C -2.0277 -0.6529 1.5323
C -3.2419 -0.4021 0.5441
O -3.0837 0.8288 -0.1093
H 0.0649 -2.4346 -0.6183
H -1.3036 -1.4743 -1.3081
H -1.6373 -2.8112 -0.1335
H 1.2932 -1.5432 1.2427
H 0.2872 -2.7905 1.9218
H 0.4325 -1.1092 2.6776
H 0.0377 0.8771 1.0971
H -0.5910 0.4769 -0.6670
H 1.0849 0.0805 -0.0150
H -1.9166 0.2075 2.1922
H -2.2246 -1.5707 2.0863
H -4.1460 -0.2423 1.1315
H -3.2415 -1.1652 -0.2342
H -3.8674 0.8937 -0.6600
O 0.6255 3.5159 1.2161
C 0.6803 2.8693 0.0460
O 1.2575 3.4690 -0.8074
O 0.0514 1.8031 -0.0618
H 1.2793 4.1598 0.9340
O 4.4951 -0.4154 -3.2655
C 3.9600 0.2100 -2.2314
O 4.4529 0.0353 -1.0540
O 2.9836 0.9617 -2.5136
H 3.9704 -0.0864 -3.9990

Properties
- HOMO level (eV) = -7.9
- max |F| (eV/Å) = 11.794
- molar mass (g/mol) = 311.67
- LUMO energy (Eh) = -0.0118
- spin multiplicity = 1
- total energy (eV) = -23981.646

Here are the Löwdin charges for atoms 1 to 8, given in e: atom 1 (Rb): 1.80, atom 2 (C): 0.02, atom 3 (N): -0.27, atom 4 (C): 0.02, atom 5 (C): -0.47, atom 6 (C): -0.02, atom 7 (C): -0.23, atom 8 (O): -0.05

> Number 3 is which compound?

C10H14Cl3Ge2O5ScSe

> Look up the spin multiplicity of the fourth one.

1